Record 1
Formula: C5H8O
Source: OMol25
Level of theory: ωB97M-V/def2-TZVPD

Last column: natural (NBO) charge in e.
Positions of all 14 atoms, in Å:
C (1.29, -1.54, -0.22)  -0.628
C (0.74, -0.15, -0.25)  0.223
C (-0.16, 0.52, 0.75)  -0.256
C (-1.07, 0.78, -0.24)  -0.163
C (-0.11, 0.42, -1.31)  -0.041
O (1.25, 0.91, -1.02)  -0.470
H (0.50, -2.25, 0.07)  0.229
H (2.11, -1.63, 0.51)  0.220
H (1.65, -1.80, -1.21)  0.228
H (-1.70, 0.98, 1.87)  0.014
H (0.18, 1.09, 1.61)  0.230
H (-2.14, 0.92, -0.29)  0.222
H (-1.99, 1.62, 1.56)  -0.014
H (-0.27, 0.13, -2.33)  0.205

Values from the calculation:
Kohn-Sham gap   9.715 eV
Relative energy (zero: lowest compared OMol25 entry of this formula, charge and spin)   547.7 kJ/mol
E_LUMO   0.890 eV

---

Record 2
Formula: C5H8O
Source: OMol25
Level of theory: ωB97M-V/def2-TZVPD

Last column: natural (NBO) charge in e.
Positions of all 14 atoms, in Å:
C (-1.45, -0.82, -0.59)  -0.393
C (-0.61, -1.31, 0.32)  -0.225
C (0.20, -0.45, 1.21)  0.015
O (-0.22, 0.88, 1.43)  -0.483
C (0.91, 0.72, 0.60)  0.075
C (0.73, 1.07, -0.87)  -0.662
H (-1.90, -1.43, -1.36)  0.205
H (-1.71, 0.24, -0.59)  0.206
H (-0.36, -2.37, 0.33)  0.209
H (0.65, -0.94, 2.08)  0.190
H (1.85, 1.01, 1.06)  0.183
H (1.68, 1.36, -1.33)  0.219
H (0.02, 1.90, -0.97)  0.225
H (0.32, 0.19, -1.41)  0.236

Values from the calculation:
Kohn-Sham gap   10.681 eV
SMILES   C=C[C@@H]1O[C@@H]1C
Relative energy (zero: lowest compared OMol25 entry of this formula, charge and spin)   201.9 kJ/mol
E_LUMO   1.167 eV

---

Copy entry 1 word for word.
Formula: C5H8O
Source: OMol25
Level of theory: ωB97M-V/def2-TZVPD

Last column: natural (NBO) charge in e.
Positions of all 14 atoms, in Å:
C (1.29, -1.54, -0.22)  -0.628
C (0.74, -0.15, -0.25)  0.223
C (-0.16, 0.52, 0.75)  -0.256
C (-1.07, 0.78, -0.24)  -0.163
C (-0.11, 0.42, -1.31)  -0.041
O (1.25, 0.91, -1.02)  -0.470
H (0.50, -2.25, 0.07)  0.229
H (2.11, -1.63, 0.51)  0.220
H (1.65, -1.80, -1.21)  0.228
H (-1.70, 0.98, 1.87)  0.014
H (0.18, 1.09, 1.61)  0.230
H (-2.14, 0.92, -0.29)  0.222
H (-1.99, 1.62, 1.56)  -0.014
H (-0.27, 0.13, -2.33)  0.205

Values from the calculation:
Kohn-Sham gap   9.715 eV
Relative energy (zero: lowest compared OMol25 entry of this formula, charge and spin)   547.7 kJ/mol
E_LUMO   0.890 eV

---

> What is the E_LUMO in the second record?

1.167 eV